Entry from the Open Molecules 2025 dataset: 2 unconnected molecules or ions with the total composition C6H9Br at a distorted geometry (ωB97M-V/def2-TZVPD).

The geometry in XYZ format:
```
16
Properties=species:S:1:pos:R:3:forces:R:3
C 1.3513 0.6609 -0.8614 0.5 0.0 0.5
C 0.2851 0.1745 -1.4605 -1.1 0.3 -3.0
C -1.3102 -1.6760 -2.0672 0.1 0.5 2.3
C -0.3049 -1.1530 -1.2730 -2.6 0.9 -3.3
C 0.8863 0.9544 1.8820 0.9 2.1 1.1
C -0.2385 0.5162 2.6736 1.0 -3.4 0.4
Br 0.8583 2.6996 1.4322 0.8 1.4 -0.5
H 1.9016 1.5810 -1.0954 -0.6 -0.5 0.0
H 1.6531 0.1283 0.0340 0.6 -0.1 -0.2
H -0.1520 0.6751 -2.3807 0.6 -0.2 1.2
H -1.9262 -1.0799 -2.7984 1.0 -0.7 0.8
H -1.7418 -2.6586 -1.7025 0.7 1.1 -1.0
H 0.1632 -1.7643 -0.6028 1.0 -1.7 2.0
H -0.5138 -0.0854 1.8156 -2.1 -1.1 0.3
H -0.9825 1.2570 2.9132 0.0 0.1 0.3
H 0.0709 -0.2300 3.4914 -0.7 1.3 -0.8
```
Positions in Å, forces in eV/Å.

Results
Calculated total energy   -76403.666 eV
Charge   0
Energy above the lowest of the compared OMol25 structures with the same formula, charge and spin   159.6 kJ/mol
E_HOMO (spin up / spin down)   -7.362 / -8.768 eV
Gap between HOMO and LUMO (spin up / spin down)   0.301 / 0.281 hartree
Multiplicity   3